ORCA calculation (ωB97M-V/def2-TZVPD) on an isolated molecule of C19H16N4O6S in a non-equilibrium geometry.

Molecular weight ... 428.4 u
Kohn-Sham gap ... 8.1203 eV
Energy relative to the best compared isomer or geometry (same formula, charge and spin) ... 5.9 kcal per mole
Structure (SMILES) ... COc1ccc(C(=O)Nc2c3c(nn2-c2ccc([N+](=O)[O-])cc2)CS(=O)(=O)C3)cc1

```
46
Properties=species:S:1:pos:R:3:nbo_charge:R:1
S -1.7581 -0.7379 -5.6031 2.16
O -0.6617 -1.2980 -6.3360 -0.93
O -0.9054 0.7153 4.0732 -0.49
O 2.6387 -0.9715 4.1106 -0.39
O -2.9397 -0.3803 -6.3324 -0.93
O 1.6332 3.2564 -1.1714 -0.58
O 1.4631 -2.7636 4.2856 -0.37
N -0.8932 -1.7773 -2.0017 -0.26
N -0.0655 -0.8566 -1.4638 -0.21
N 1.8956 -1.8216 3.6594 0.53
N 0.7568 1.4108 -2.0491 -0.64
C 1.1656 2.2133 1.4495 -0.14
C -1.2758 0.9754 1.7857 -0.26
C 0.3835 1.9221 0.3342 -0.22
C 0.7701 1.8417 2.7170 -0.27
C -2.1765 -1.8519 -4.1844 -0.67
C -0.1803 -2.0235 0.6154 -0.24
C -1.1393 0.7002 -4.6083 -0.65
C 0.5102 -1.1502 -0.2279 0.27
C 0.0073 0.2675 -2.2545 0.35
C -0.1338 0.9219 5.2397 -0.26
C 0.9504 2.2737 -0.9821 0.68
C 0.3008 -2.2858 1.8773 -0.16
C 1.7354 -0.6136 0.1639 -0.27
C -1.3240 -1.2780 -3.1356 0.16
C 1.4706 -1.6629 2.2981 -0.02
C 2.2044 -0.8543 1.4383 -0.11
C -0.7964 0.0175 -3.3518 -0.18
C -0.8677 1.3370 0.5224 -0.16
C -0.4464 1.1843 2.8943 0.33
H -1.5313 1.1805 -0.3152 0.22
H -2.2369 0.5149 1.9488 0.23
H -1.9628 1.4059 -4.5273 0.25
H 1.4149 2.0532 3.5539 0.23
H 3.1323 -0.4228 1.7802 0.24
H -3.2410 -1.7411 -3.9967 0.26
H -0.2960 1.1484 -5.1262 0.25
H 1.0930 1.8240 -2.9141 0.42
H 2.1091 2.7156 1.3008 0.24
H 2.3111 -0.0074 -0.5160 0.24
H -0.2289 -2.9319 2.5601 0.25
H -1.9319 -2.8790 -4.4345 0.27
H -0.0385 1.9872 5.4676 0.18
H 0.8624 0.4793 5.1531 0.19
H -0.6798 0.4276 6.0408 0.21
H -1.0976 -2.4643 0.2620 0.25
```

ORCA calculation (ωB97M-V/def2-TZVPD) on a cluster of 6 separate species, C19H32NO14S in total in a non-equilibrium geometry.

Molecular weight ... 530.5 u
Total charge ... -1
Kohn-Sham gap ... 7.7280 eV
Energy relative to the best compared isomer or geometry (same formula, charge and spin) ... 17.2 kcal per mole

```
67
Properties=species:S:1:pos:R:3:nbo_charge:R:1
S -5.6320 -7.6012 19.7886 2.36
O -2.2982 -11.3241 19.3331 -0.51
O -5.0005 -15.2939 12.0834 -0.58
O -8.5804 -8.4207 13.1748 -0.49
O -5.5931 -6.5759 20.8080 -0.93
O -7.4657 -10.9532 18.7295 -0.46
O -8.1271 -15.7014 19.3749 -0.51
O -4.4845 -7.2671 18.7034 -0.73
O -6.4821 -14.0522 13.2108 -0.49
O -5.5684 -9.0038 20.1183 -0.89
O -6.4366 -11.2913 16.8713 -0.62
O -10.4462 -7.2324 12.9569 -0.58
O -7.8398 -13.6599 20.2087 -0.52
O -4.4010 -11.8805 19.7381 -0.51
O -8.1395 -9.9196 16.9458 -0.58
N -7.3528 -10.7143 17.5151 0.70
C -3.5406 -11.9584 17.4210 -0.53
C -1.4473 -11.1412 18.2057 -0.07
C -4.2423 -8.2813 17.7158 -0.09
C -5.0569 -12.4114 14.1268 -0.42
C -7.5366 -14.4765 19.4095 0.78
C -7.0608 -7.2917 18.7590 -0.89
C -5.2618 -14.2825 12.6581 0.80
C -7.2327 -8.1774 13.6275 -0.07
C -7.8686 -16.3782 18.1436 -0.07
C -6.7418 -15.5999 17.4347 -0.44
C -6.4963 -12.8801 14.0093 -0.08
C -7.3988 -7.2395 14.8285 -0.44
C -8.6712 -6.4924 14.4910 -0.53
C -3.1464 -7.7461 16.8217 -0.63
C -2.0464 -11.9799 17.0915 -0.44
C -9.3767 -7.3621 13.4915 0.80
C -6.5714 -14.3129 18.2680 -0.54
C -3.5267 -11.7884 18.9411 0.78
C -4.3666 -13.0780 12.9395 -0.53
H -3.5244 -6.9585 16.1723 0.21
H -7.0773 -15.3969 16.4150 0.21
H -9.2585 -6.1641 15.3433 0.25
H -6.8567 -13.4316 17.6969 0.28
H -8.4913 -5.5922 13.8839 0.23
H -4.1481 -12.8467 17.2743 0.25
H -7.5259 -7.8822 15.7010 0.25
H -7.9709 -7.4813 19.3222 0.26
H -3.9302 -9.1990 18.2128 0.20
H -5.8424 -16.2055 17.3419 0.20
H -7.4490 -17.3425 18.4312 0.18
H -1.4395 -10.0858 17.9248 0.17
H -4.3876 -12.4010 12.0813 0.23
H -4.6648 -12.8509 15.0463 0.21
H -6.7229 -7.6843 12.7955 0.16
H -6.9572 -12.9566 14.9951 0.23
H -7.0112 -7.9477 17.8944 0.26
H -2.4001 -7.2656 17.4659 0.22
H -0.4432 -11.4863 18.4468 0.19
H -3.3391 -13.3998 13.0844 0.23
H -4.0273 -11.0654 17.0374 0.26
H -4.8468 -11.3461 14.1094 0.22
H -5.5421 -14.2554 18.6104 0.24
H -1.6299 -12.9790 16.9688 0.21
H -2.5456 -8.5151 16.3371 0.21
H -6.5131 -6.6612 15.0960 0.21
H -7.1355 -12.1361 13.5132 0.18
H -7.0568 -6.2467 18.4526 0.23
H -6.7848 -9.1252 13.9118 0.21
H -8.7684 -16.4425 17.5391 0.18
H -5.1475 -8.5237 17.1554 0.19
H -1.9071 -11.4865 16.1246 0.21
```

ORCA calculation (ωB97M-V/def2-TZVPD) on a cluster of 2 separate species, C5H12O3 in total in a non-equilibrium geometry.

Molecular weight ... 120.1 u
Kohn-Sham gap ... 11.6298 eV
Energy relative to the best compared isomer or geometry (same formula, charge and spin) ... 2.4 kcal per mole
Structure (SMILES) ... CCCCC(=O)O.O

```
20
Properties=species:S:1:pos:R:3:nbo_charge:R:1
O -0.6640 1.2254 1.2662 -0.62
O 0.6152 -0.3017 2.2349 -0.68
O -2.1875 1.6367 -1.2131 -0.97
C 1.6295 -0.5570 -0.9086 -0.40
C 0.9732 0.1678 -2.0797 -0.63
C -0.2524 0.0860 1.2747 0.81
C -0.5771 -1.0260 0.3352 -0.54
C 0.6758 -1.6169 -0.3311 -0.37
H -1.1017 -1.8474 0.8253 0.25
H -1.3068 -0.6787 -0.3767 0.24
H -1.6404 1.5234 -0.4270 0.49
H 2.5171 -1.0929 -1.2630 0.20
H 0.3230 -0.4633 -2.6671 0.21
H 1.6562 0.7436 -2.7062 0.22
H 0.3717 -2.2470 -1.1696 0.21
H -2.6093 2.4830 -1.1011 0.47
H 1.1746 -2.2586 0.3699 0.21
H 0.4020 0.9842 -1.6208 0.22
H 0.7990 0.4564 2.7409 0.49
H 1.9672 0.0228 -0.0487 0.20
```

ORCA calculation (ωB97M-V/def2-TZVPD) on a structure of composition C32H25AsBiF5N3O9S2 in a non-equilibrium geometry.

Molecular weight ... 1038.6 u
Total charge ... -1
Kohn-Sham gap ... 7.0974 eV
Energy relative to the best compared isomer or geometry (same formula, charge and spin) ... 19.8 kcal per mole

```
78
Properties=species:S:1:pos:R:3:mulliken_charge:R:1
Bi 1.0667 0.5405 1.1114 2.15
As -1.2303 1.5185 3.4017 0.98
S -0.0100 -1.7748 3.4815 1.56
S 0.9234 1.4806 -1.5479 -0.43
F -1.6657 2.4618 -0.2376 -0.20
F -3.8961 3.2559 -1.4535 -0.36
F -4.0537 3.2806 -4.1721 -0.34
F -1.9190 2.4592 -5.6370 -0.34
F 0.3155 1.6438 -4.4356 -0.40
O -2.5481 2.6799 3.0184 -0.76
O 3.3073 2.2820 1.4266 -0.58
O -0.8747 -0.2738 0.6799 0.72
O 3.0188 -1.2326 1.8763 0.29
O -0.7521 1.8432 4.9191 -0.84
O -0.1867 1.9878 2.1130 -0.67
O 0.5795 -0.4001 3.2284 -0.95
O 0.3622 -2.2720 4.7795 -0.72
O 0.2104 -2.6706 2.3719 -0.71
N 1.4869 -1.6070 -0.2904 1.24
N 2.8949 4.3477 0.5243 0.27
N 0.7084 -2.0679 -1.1430 -0.85
C 3.3811 5.3911 -0.3558 -0.88
C -3.2655 -0.9285 -1.8615 -0.85
C -3.6570 0.0166 3.2458 -0.38
C -4.4879 -1.0902 3.3373 -0.65
C -0.4729 -2.6878 -3.5846 -0.40
C -2.2748 -0.1322 3.3215 0.12
C -1.7496 -1.4143 3.4998 0.18
C -0.5598 -1.5543 -1.3464 -0.82
C -2.3905 -2.6406 -5.0528 -0.55
C -1.1807 -1.9676 -2.5918 1.02
C 3.6627 3.2881 0.8228 0.05
C 3.4194 -1.3342 3.2429 -1.18
C -1.3067 -0.7937 -0.4282 0.37
C 4.3926 -3.8910 -0.9817 -0.91
C -1.8474 2.4616 -4.3007 0.27
C -2.5845 -2.5188 3.6237 -0.98
C -2.8478 2.8667 -2.1893 -0.25
C 2.7189 -2.3391 -0.1671 -0.26
C -2.5196 -1.6132 -2.8665 0.95
C 3.1909 -3.2207 -1.1363 -0.35
C -1.0635 -3.0186 -4.7773 -0.77
C 4.6991 -2.7989 1.1342 -0.76
C -0.5627 2.0271 -2.2748 0.94
C -3.9560 -2.3562 3.5370 -0.63
C -0.6967 2.0444 -3.6635 0.14
C -2.9364 2.8777 -3.5636 0.78
C 3.4904 -2.1280 0.9758 0.47
C -1.6847 2.4481 -1.5723 -0.63
C -2.6960 -0.5686 -0.6921 -1.08
C 5.1494 -3.6775 0.1624 -0.54
C 1.4886 4.4139 0.9024 -0.74
C -3.1007 -1.9516 -4.1071 -1.04
H 4.3541 -0.7959 3.4020 0.33
H 0.5499 -2.9681 -3.3847 0.38
H 4.4494 5.2693 -0.5264 0.30
H 4.6984 3.4034 0.4699 0.33
H 3.5285 -2.3770 3.5349 0.51
H -0.5004 -3.5724 -5.5196 0.40
H -2.8427 -2.8911 -6.0056 0.38
H -2.1392 -3.4956 3.7706 0.46
H -3.2539 -0.0458 0.0773 0.53
H -2.4758 2.8757 2.0707 0.35
H -5.5611 -0.9591 3.2540 0.39
H 1.2658 5.4219 1.2547 0.37
H 1.2775 3.7082 1.6999 0.07
H 5.3005 -2.6124 2.0131 0.45
H 2.6280 -0.8819 3.8308 0.26
H 6.0996 -4.1809 0.3000 0.39
H 4.7373 -4.5717 -1.7514 0.39
H -4.0682 1.0088 3.1324 0.63
H -4.3080 -0.6934 -2.0570 0.40
H 2.8660 5.3543 -1.3190 0.29
H 0.8511 4.1777 0.0487 0.23
H -4.6090 -3.2176 3.6200 0.37
H 3.2067 6.3709 0.0928 0.30
H -4.1266 -1.6496 -4.2994 0.39
H 2.5831 -3.3700 -2.0155 0.39
```

ORCA calculation (ωB97M-V/def2-TZVPD) on a structure of composition C23H26IrN2O4PS5 in a non-equilibrium geometry.

Molecular weight ... 778.0 u
Multiplicity ... 2
Total charge ... -1
Kohn-Sham gap (alpha / beta) ... 5.0445 / 4.9601 eV
Expectation value of S² ... 0.762

```
62
Properties=species:S:1:pos:R:3:nbo_charge:R:1
Ir 1.1612 0.7284 0.5297 0.54
S 0.5285 0.2421 -1.8064 -0.43
S 1.3651 3.1170 1.0660 -0.24
S 3.0689 -0.5964 1.4050 -0.62
S -1.8911 -2.8132 -4.5967 2.27
S -1.4347 0.5129 -2.1937 0.16
P 3.4780 0.2379 -0.4302 1.31
O -2.1005 -2.6225 -6.0131 -0.93
O -1.2232 -4.0409 -4.2313 -0.93
O 4.5304 1.4510 -0.1358 -0.82
O 4.4706 -0.9719 -0.9578 -0.82
N -0.8183 0.1505 1.4182 -0.47
N -1.1214 -1.5075 -3.9390 -0.69
C -4.2435 -1.0631 -1.9967 -0.19
C -3.4128 -2.6152 -3.6721 -0.29
C 5.6984 1.2781 0.6501 -0.07
C 0.8346 3.1656 2.7345 -0.19
C -5.6094 -2.8827 -2.8236 -0.19
C -5.0509 -0.5690 1.7756 -0.64
C -4.5818 -3.3187 -3.6594 -0.19
C -2.9972 0.8480 2.1237 -0.26
C -3.2094 -1.4891 -2.8461 -0.05
C 0.0582 4.2363 3.1806 -0.21
C -5.4313 -1.7593 -2.0122 -0.22
C -0.1439 3.2012 5.3387 -0.27
C 0.6557 2.1524 4.9083 -0.20
C -0.4312 4.2459 4.4720 -0.23
C 4.6039 -2.2460 -3.0046 -0.62
C -1.9163 -0.9489 -3.0556 0.09
C -2.7244 -1.2599 1.0664 -0.27
C -1.3742 -0.9953 0.9838 0.07
C -3.5850 -0.3240 1.6417 0.03
C -1.6451 1.0438 1.9865 0.07
C 4.8917 -0.9273 -2.3094 -0.06
C 6.9502 1.4485 -0.2013 -0.62
C 1.1529 2.1360 3.6211 -0.26
H -5.6026 0.3537 1.6172 0.22
H 7.0377 0.6269 -0.9086 0.20
H 4.3744 -0.1116 -2.8270 0.18
H -5.3843 -1.3096 1.0556 0.22
H -1.0502 5.0685 4.8030 0.20
H -6.2537 -1.4288 -1.3901 0.21
H -3.5906 1.6077 2.6077 0.22
H -0.6976 -1.7301 0.5709 0.22
H -3.1152 -2.1904 0.6849 0.22
H 1.7731 1.3171 3.2788 0.24
H 5.9686 -0.7172 -2.3228 0.16
H 0.8873 1.3379 5.5789 0.20
H -0.1742 5.0419 2.5012 0.21
H 6.8963 2.3821 -0.7602 0.21
H -0.5478 3.2028 6.3394 0.20
H 7.8315 1.4580 0.4375 0.20
H -6.5480 -3.4164 -2.8041 0.21
H -1.1913 1.9532 2.3526 0.23
H -4.0843 -0.2091 -1.3551 0.24
H -4.6976 -4.1909 -4.2850 0.23
H 4.9520 -2.1957 -4.0328 0.20
H 5.1075 -3.0641 -2.4917 0.21
H 5.6669 2.0408 1.4351 0.18
H -5.2779 -0.9244 2.7825 0.23
H 5.6840 0.2872 1.1177 0.19
H 3.5336 -2.4336 -3.0023 0.22
```

ORCA calculation (ωB97M-V/def2-TZVPD) on an isolated molecule of C2H3N3 in a non-equilibrium geometry.

Molecular weight ... 69.1 u
Kohn-Sham gap ... 9.2575 eV
Energy relative to the best compared isomer or geometry (same formula, charge and spin) ... 82.2 kcal per mole

```
8
Properties=species:S:1:pos:R:3:nbo_charge:R:1
N -0.2500 1.0768 -0.2518 0.03
N -0.3829 -1.9766 -0.0395 -0.66
N 0.5175 0.2338 0.1977 -0.38
C 0.4877 -1.1412 0.3170 0.25
C -0.7742 2.1195 -0.4381 0.01
H -1.2327 2.8323 -1.0538 0.24
H -1.2091 -1.5938 -0.4925 0.33
H 1.3783 -1.4951 0.8206 0.18
```

Number 1: calculated total energy -49039.6990 eV. Number 2: calculated total energy -61210.9918 eV. Number 3: calculated total energy -11522.6620 eV. Number 4: calculated total energy -158426.2286 eV. Number 5: calculated total energy -101749.2863 eV. Number 6: calculated total energy -6589.0105 eV.